Computed, not measured: 2 unconnected molecules or ions with the total composition C4H10S in a non-equilibrium geometry, with ωB97M-V/def2-TZVPD.

Values from the calculation:
Lowest unoccupied orbital energy: 1.05 eV
HOMO energy: -8.88 eV
Charge: 0
Gap between HOMO and LUMO: 9.92 eV
Calculated total energy: -556.5402 hartree
Structure (SMILES): C=C.CCS

The geometry in XYZ format:
```
15
Properties=species:S:1:pos:R:3:forces:R:3
C -0.4707 -2.2858 0.6494 0.053 0.175 -0.216
C -0.3487 -1.8349 1.8871 -0.823 -0.770 0.861
H -1.2603 -1.9075 0.0063 0.036 -0.110 0.037
H 0.1927 -3.0274 0.2149 0.075 0.177 0.083
H -1.1374 -1.2545 2.3635 0.258 0.427 -0.423
H 0.3376 -2.2439 2.6220 0.376 0.055 -0.363
C 0.4737 1.4553 -1.8364 -0.260 0.040 0.052
C -0.1492 1.6421 -0.4562 -0.306 0.084 0.013
S 0.9918 1.5043 0.9481 -0.011 0.067 -0.132
H 1.3460 0.8099 -1.7783 0.069 -0.004 -0.127
H 0.7415 2.4106 -2.2809 0.286 0.020 0.043
H -0.2591 0.9997 -2.5029 0.030 -0.075 -0.071
H -0.6105 2.6249 -0.3662 0.050 0.047 0.012
H -0.9597 0.9301 -0.3091 0.049 -0.091 0.115
H 1.1123 0.1769 0.8388 0.118 -0.044 0.117
```
Forces are in eV/Å.